Computed, not measured: a structure of composition C27H33B2F5N10O4PSr, with wB97M-V/def2-TZVPD.

Summary:
E_tot   -76690.640 eV
Energy above the lowest of the compared OMol25 structures with the same formula, charge and spin   73.79 kcal per mole
Orbital gap   0.1543 Ha
Multiplicity   1
Net charge   +1

Element x y z (Å)
Sr  -0.441  -0.018  0.180
C  -0.127  4.880  -0.827
C  0.144  3.414  -0.771
N  -0.717  2.520  -0.491
O  -2.009  2.966  -0.213
B  -2.600  2.055  0.810
F  -3.912  2.382  0.968
F  -2.525  0.680  0.181
O  -1.908  2.023  2.110
N  -0.568  1.592  2.025
C  0.274  2.283  2.684
C  -0.039  3.496  3.492
C  1.709  1.885  2.416
N  2.321  2.874  1.894
O  3.612  2.629  1.475
B  4.068  1.672  0.439
F  5.077  2.330  -0.262
F  4.596  0.465  0.950
O  2.978  1.193  -0.502
N  1.707  1.672  -0.576
C  1.570  2.905  -0.885
C  2.670  3.862  -1.187
C  2.194  0.495  2.682
H  -1.106  5.109  -0.420
H  -0.079  5.236  -1.860
H  0.643  5.418  -0.273
H  -1.068  3.813  3.370
H  0.654  4.285  3.202
H  0.145  3.275  4.547
H  3.547  3.329  -1.544
H  2.972  4.392  -0.280
H  2.347  4.597  -1.926
H  1.366  -0.213  2.631
H  2.575  0.444  3.706
H  2.997  0.201  2.011
C  -1.775  -5.782  -0.077
N  -1.947  -4.360  -0.384
C  -3.015  -3.822  -1.048
C  -2.787  -2.480  -1.098
N  -1.601  -2.184  -0.485
C  -1.112  -3.336  -0.053
P  0.401  -3.627  0.935
C  1.604  -2.638  -0.018
N  1.308  -1.648  -0.857
C  2.475  -1.350  -1.512
C  3.477  -2.150  -1.065
N  2.918  -2.968  -0.123
C  3.658  -3.953  0.661
C  -0.007  -2.556  2.364
N  -0.824  -1.515  2.315
C  -0.983  -1.092  3.612
C  -0.253  -1.887  4.442
N  0.355  -2.825  3.645
C  1.321  -3.816  4.113
H  -2.587  -6.329  -0.545
H  -0.829  -6.141  -0.473
H  -1.809  -5.948  0.997
H  -3.827  -4.431  -1.406
H  -3.424  -1.711  -1.506
H  2.548  -0.548  -2.224
H  4.532  -2.168  -1.281
H  4.348  -4.484  0.011
H  4.215  -3.456  1.452
H  2.963  -4.668  1.093
H  -1.603  -0.245  3.858
H  -0.114  -1.878  5.510
H  0.998  -4.191  5.080
H  1.350  -4.646  3.411
H  2.311  -3.375  4.204
F  -5.731  1.676  -6.337
C  -4.683  1.512  -5.574
C  -4.780  1.946  -4.244
C  -3.683  1.770  -3.459
C  -2.493  1.162  -4.006
C  -1.434  1.023  -3.183
C  -2.458  0.741  -5.383
C  -3.551  0.913  -6.167
H  -5.697  2.398  -3.892
H  -3.677  2.083  -2.418
H  -1.525  1.350  -2.154
H  -0.495  0.580  -3.503
H  -1.555  0.292  -5.778
H  -3.590  0.621  -7.207



Computed, not measured: the ion C4H10N2O2 with charge +1, with wB97M-V/def2-TZVPD.

Summary:
E_tot   -11376.072 eV
⟨S²⟩   0.7546
Energy above the lowest of the compared OMol25 structures with the same formula, charge and spin   47.03 kcal per mole
Orbital gap (alpha / beta)   0.3502 / 0.1411 Ha
Multiplicity   2
Net charge   +1

Element x y z (Å)
C  0.147  0.725  -0.595
C  -0.461  -0.276  0.449
C  -1.946  -0.609  0.217
N  -2.177  -1.510  -0.859
N  1.611  0.848  -0.630
C  2.492  0.789  0.407
O  2.057  0.169  1.557
O  3.628  1.167  0.357
H  -0.211  1.780  -0.452
H  -0.162  0.283  -1.569
H  -0.405  0.107  1.482
H  0.070  -1.208  0.428
H  -2.209  -1.160  1.172
H  -2.481  0.369  0.206
H  -1.550  -1.454  -1.670
H  -3.069  -1.506  -1.354
H  1.957  1.384  -1.409
H  2.708  0.102  2.262



Number 2 is which compound?
C4H10N2O2



What is the E_tot in the first record?
-76690.640 eV